[1]
The following is a quantum chemistry calculation of a structure of composition C18H10Cl5F5MnNO4PS2Te, from OMol25.

Calculated values
- Largest force on an atom: 0.0138 Eh/bohr
- Calculated total energy: -174278.4641 eV
- Relative energy (zero: lowest compared OMol25 entry of this formula, charge and spin): 171.61 kJ/mol
- Orbital gap (alpha / beta): 7.28 / 5.75 eV

ORCA input file:
```
! wB97M-V def2-TZVPD RIJCOSX def2/J DEFGRID3
* xyz 0 4
F -0.65476 -1.15386 -3.74395
Cl 1.54949 -0.62198 -1.81907
C 1.54366 3.35976 -2.27825
F -0.07301 -3.19668 -5.25023
H 4.07247 -2.13915 2.70879
F -2.64065 -2.04162 -4.59208
C 1.85034 -1.16994 5.07747
S -2.34563 -1.83929 2.58981
Mn -0.90432 -1.43089 -1.91198
C 0.17423 3.63852 -2.21825
C 0.80185 -1.31133 2.92376
O -0.56719 -3.16082 -2.45191
Cl -2.42915 2.93834 -1.94027
F -1.02501 -5.19688 -3.77337
H 1.40817 3.27567 0.93846
C -0.74657 2.62084 -2.02058
O -1.19231 0.35072 -1.57787
C -0.32389 1.29136 -1.85552
C 0.48046 1.38309 1.31092
Cl 2.68344 4.62594 -2.50374
C 0.72053 -1.04269 4.28747
H 1.79069 -0.96863 6.13862
O -2.93109 -1.91868 -1.82700
S -0.63632 -2.31883 0.32471
C -0.71280 0.72205 1.60479
Te -1.47115 -3.40963 -4.07772
C -1.88338 2.81344 1.61193
N -3.59071 -2.92244 -2.05783
F -2.40710 -4.22984 -5.46481
H -0.69548 4.54845 1.19590
O -3.13154 -3.79747 -2.86491
C 1.04262 1.03691 -1.96136
C 0.48397 2.75932 1.16637
H -0.22232 -0.74348 4.73031
C 3.13469 -1.82854 3.14935
Cl -0.36955 5.26062 -2.36581
C 2.00541 -1.70895 2.35236
C -0.69910 3.47268 1.31563
Cl 3.64684 1.65576 -2.23813
H -2.80247 3.37223 1.72472
C 1.97564 2.04401 -2.15787
H 3.93646 -1.65795 5.12834
H 1.40738 0.82937 1.21470
P -0.65454 -1.04411 1.90457
H -2.81579 0.91342 1.98920
C -1.89554 1.43547 1.76200
C 3.05592 -1.55856 4.50753
H 2.05708 -1.93573 1.29477
*
```

[2]
The following is a quantum chemistry calculation of a cluster of 3 separate species, C3H10NO3S in total in a non-equilibrium geometry, from OMol25.

Calculated values
- Largest force on an atom: 0.0772 Eh/bohr
- Calculated total energy: -21736.8775 eV
- Relative energy (zero: lowest compared OMol25 entry of this formula, charge and spin): 310.33 kJ/mol
- Orbital gap (alpha / beta): 9.51 / 5.88 eV

ORCA input file:
```
! wB97M-V def2-TZVPD RIJCOSX def2/J DEFGRID3
* xyz 0 2
H -0.39644 -2.05213 -2.22739
H 1.26092 -2.54327 -0.15784
H -1.12505 -0.96748 -1.15264
C 0.08499 -1.31341 1.12337
H 0.53102 2.47358 -0.22878
O 0.58064 0.34881 -1.43186
H -1.40115 2.38463 1.05381
H -0.11410 2.21422 -1.56427
O -0.19111 2.90744 -0.78529
N -0.57129 -1.92469 -1.24318
C 0.56996 -1.76083 -0.25563
H 0.27155 -1.96910 2.02016
S 1.16467 0.21852 1.32179
H -1.63526 1.25992 2.01962
H -0.87081 -0.94827 1.29761
H 2.42301 -0.14801 -0.85855
O -1.94721 2.14173 1.75879
C 1.36565 -0.32168 -0.68973
*
```

[3]
The following is a quantum chemistry calculation of a cluster of 2 separate species, C3H6FNO2 in total in a non-equilibrium geometry, from OMol25.

Calculated values
- Largest force on an atom: 0.0977 Eh/bohr
- Calculated total energy: -11503.8383 eV
- Relative energy (zero: lowest compared OMol25 entry of this formula, charge and spin): 719.30 kJ/mol
- Orbital gap (alpha / beta): 7.58 / 7.10 eV

ORCA input file:
```
! wB97M-V def2-TZVPD RIJCOSX def2/J DEFGRID3
* xyz 0 1
H 0.31684 -1.25291 1.57994
H 1.68306 -0.18073 -1.49906
O -1.90610 -0.29045 -1.14703
H 0.00777 0.01108 -2.18462
N -1.39916 -0.46623 -0.09560
F -1.14877 2.03091 0.51022
C 0.70611 0.14711 -1.23486
H 1.79734 -0.20352 1.21997
H 0.21439 0.26623 1.88615
H 0.77847 1.24277 -1.15461
C 0.07877 -0.12138 -0.02981
O -1.84159 -0.87238 0.94374
C 0.71287 -0.31050 1.20557
*
```

[4]
The following is a quantum chemistry calculation of a cluster of 2 separate species, FHN2O3 in total in a non-equilibrium geometry, from OMol25.

Calculated values
- Largest force on an atom: 0.0426 Eh/bohr
- Calculated total energy: -11848.8566 eV
- Relative energy (zero: lowest compared OMol25 entry of this formula, charge and spin): 182.22 kJ/mol
- Orbital gap (alpha / beta): 8.27 / 8.27 eV

ORCA input file:
```
! wB97M-V def2-TZVPD RIJCOSX def2/J DEFGRID3
* xyz 0 1
N 0.18232 0.64358 -1.00831
N 1.93654 1.55129 -1.29379
O 1.56679 2.30241 -2.05065
H -0.86456 0.91783 0.53768
F -0.09567 -0.80092 -1.57491
O -0.53265 1.39943 -1.55753
O 0.02247 0.48026 0.34475
*
```

[5]
The following is a quantum chemistry calculation of a cluster of 7 separate species, C31H73N3O7 in total in a non-equilibrium geometry, from OMol25.

Calculated values
- Largest force on an atom: 0.0921 Eh/bohr
- Calculated total energy: -52123.4751 eV
- Relative energy (zero: lowest compared OMol25 entry of this formula, charge and spin): 540.07 kJ/mol
- Orbital gap: 8.17 eV
- SMILES: CC1(C)CCCC(C)(C)N1O.CC1(C)CCCC(C)(C)N1O.CC1(C)CCCC(C)(C)N1O.CO.CO.CO.CO

ORCA input file:
```
! wB97M-V def2-TZVPD RIJCOSX def2/J DEFGRID3
* xyz 0 1
H -1.05854 -1.00918 -6.01794
H 4.73794 -1.51656 5.74991
C -4.21406 -6.31632 4.12945
O 6.22127 -0.27091 6.61705
C 2.30986 8.04418 0.02265
C -1.26931 8.56496 -1.44032
H -1.62207 -4.47741 2.57545
H 3.06520 -2.51627 -0.63933
H -1.40257 10.48577 2.92250
C -2.12054 -3.20438 -7.49475
O 3.34402 -0.89303 0.62218
H 1.58230 9.34482 2.26496
H -3.20789 1.55688 3.96283
H -2.32935 -5.61643 1.88510
H -0.86076 -2.68679 6.11892
C -3.33071 -4.97146 3.86995
H -5.29398 -4.00151 3.34909
H -1.86235 7.67920 -1.21265
H 2.16075 -4.46499 -9.12557
H -1.10302 -6.23447 7.22674
C -0.80397 -4.71968 -8.79260
O -1.81424 1.47323 2.50122
C -1.89151 -3.42163 -4.96620
C -2.16184 -5.35547 2.93006
H 0.57165 6.32169 1.66858
H -4.99256 -6.26309 4.89049
N 0.30639 9.00358 1.04700
H 0.33528 -5.66156 5.09574
C 1.65868 -4.05786 -8.24793
C -1.38774 10.57674 1.83640
H 2.63945 9.08314 0.02794
H 8.81810 2.14667 2.34568
H -0.08455 -7.12298 -7.60502
H -2.71243 -5.59846 7.48828
H -2.83044 -3.95792 -7.15369
H -4.29748 -4.13309 2.10983
H -0.60438 6.21621 0.25470
C -2.00293 -5.89320 6.71508
H -1.47406 -5.57766 -8.73841
H -1.28724 -3.27919 -4.07029
H -1.75500 2.50205 4.40148
H -3.38614 -2.71200 5.96360
H -1.37467 -7.00165 4.15436
H 0.90698 9.00020 -1.71198
H -2.76058 -2.78519 -4.79954
C 0.34890 -4.87536 -7.71782
O -3.73116 -3.60401 5.88067
H 0.31177 -1.76499 -5.48491
H 1.04184 5.76493 0.12533
H -0.81232 11.46184 1.56518
C -4.21842 -3.94696 3.18090
H -0.99610 1.94694 2.33436
H 8.55054 3.32507 0.69142
C 0.19582 8.27750 -1.31188
C -1.09545 -3.19069 -6.29979
H -0.12746 -3.65908 7.22804
H 1.02037 -6.52075 -8.96051
N -0.16658 -4.38435 -6.39959
H -4.59962 -6.57306 3.14276
H 4.73033 -2.24165 0.06974
H -0.95139 -2.57642 -9.16067
C -2.00992 8.21032 1.72398
H 3.08425 -0.37453 -0.14285
H -1.61869 7.81287 2.66049
H -2.90303 3.11284 3.26611
H -2.41197 -6.78026 6.23144
H 7.45765 1.96813 0.38591
H 2.43131 -3.91123 -7.49319
H 5.09423 0.15737 5.08450
H 0.23781 7.41200 -1.97311
H 7.05507 0.04380 6.26021
H -2.65009 9.72950 -0.44285
H 2.82289 7.62786 0.88958
C -1.04540 -3.62551 6.64123
N -2.80834 -4.27364 5.06423
C 5.48548 -0.75066 5.54331
H 3.47237 -2.79872 1.11283
H 2.69539 7.43890 -0.79778
H -0.19155 -4.20115 4.40885
H -2.27673 7.31188 1.16745
H -0.18550 -6.32570 3.12444
H -2.14063 -4.47227 -4.81726
C -1.10468 9.28806 1.03526
H 6.25107 -1.25301 4.95202
C 3.65194 -2.19687 0.22196
O 0.75131 -4.53889 -5.44524
H -1.85211 -3.39618 7.33745
C 0.78119 7.92232 0.14034
H -1.56263 8.83454 -2.45491
H -2.44336 -3.27752 -9.57637
C -0.38552 -1.81107 -6.32144
C 0.38917 6.49260 0.60763
C 8.50394 2.25424 0.49326
O 0.72583 8.91228 2.29613
H 1.37909 -3.02356 -8.44832
H -3.70989 -7.23444 4.43107
C -1.07678 -6.06014 3.69294
C -0.57575 -5.14766 4.78912
H 0.33845 -5.04810 -4.74392
H -0.44766 -4.82192 -9.81764
H -2.66211 -2.26285 -7.58609
H -3.02226 8.53582 1.96342
H -2.46146 10.74791 1.75938
O 9.00639 1.52513 1.63868
H -1.18420 10.56271 -0.86639
H 0.09426 -1.65945 -7.28835
C -2.40902 2.19513 3.58530
H 1.56144 -6.60161 -7.37219
C 0.65479 -6.39604 -7.94124
C -1.62175 -3.38460 -8.86814
H -3.84515 -2.92359 3.21986
H 9.04114 1.87906 -0.37780
C -1.56359 9.64985 -0.40718
C -1.65873 -4.79191 5.83967
*
```

Among the records above, which one has the highest largest force on an atom?
C3H6FNO2